C6H6O2S in the gas phase, computed with wB97M-V/def2-TZVPD.

Structure (ORCA input):
```
! RIJCOSX wB97M-V def2-TZVPD def2/J DEFGRID3
* xyz 0 1
H 3.277 0.471 2.435
C 0.447 1.106 0.301
C 0.521 -1.356 -0.264
C -0.098 0.061 -0.293
H 0.166 2.096 0.129
H -1.021 -0.419 -2.016
C 2.527 0.555 1.783
C -1.279 0.089 -1.147
S -3.011 0.208 -0.626
O -3.047 0.265 0.810
H -0.283 -2.121 -0.303
H 1.189 -1.412 -1.011
H 1.004 -1.665 0.554
C 1.616 0.828 1.029
O -2.007 1.295 -1.381
*
```

* DFT total energy: -21244.60133 eV
* maximum force: 5.17 eV/Å
* HOMO-LUMO gap: 0.3323 hartree
* LUMO: 0.09 eV

Partial atomic charges computed with the natural (NBO) method, in multiples of e: H 0.22; C -0.27; C -0.63; C 0.03; H 0.24; H 0.19; C -0.21; C -0.15; S 1.46; O -0.89; H 0.21; H 0.22; H 0.24; C -0.02; O -0.64